Density functional theory data (the ωB97M-V functional and the def2-TZVPD basis) for C51H45N5OOsP as an isolated structure.

The calculation puts the electronic energy at -2751.14139 a.u. The HOMO energy (alpha / beta) is -8.51 / -9.38 eV. The value obtained for the energy relative to the best compared isomer or geometry (same formula, charge and spin) is 0.830 eV.

Geometry as ORCA input:
```
! RIJCOSX wB97M-V def2-TZVPD def2/J DEFGRID3
* xyz 1 5
Os 1.012 0.381 0.559
N 4.388 0.343 0.221
C 4.052 0.418 1.555
C 5.117 0.337 2.464
C 4.868 0.398 3.811
C 3.552 0.548 4.239
C 2.569 0.622 3.289
N 2.786 0.553 1.957
C 3.710 0.585 -0.962
C 4.458 0.432 -2.134
C 3.889 0.720 -3.351
C 2.579 1.187 -3.374
C 1.904 1.286 -2.185
N 2.430 0.969 -0.975
H 5.361 0.143 0.074
H 6.130 0.243 2.092
H 5.683 0.341 4.521
H 3.297 0.604 5.289
H 1.546 0.748 3.589
H 5.485 0.096 -2.068
H 4.455 0.594 -4.264
H 2.084 1.453 -4.298
H 0.890 1.641 -2.164
O -0.018 3.286 1.296
N -0.254 2.093 1.922
C -0.416 2.221 3.172
C -0.696 1.108 4.089
C -1.085 1.474 5.380
C -1.400 0.527 6.333
C -1.330 -0.821 6.010
C -0.942 -1.202 4.737
C -0.605 -0.260 3.764
P -0.244 -0.890 2.059
C 0.732 -2.415 2.315
C 0.781 -3.324 1.254
C 1.591 -4.447 1.325
C 2.381 -4.665 2.447
C 2.361 -3.751 3.490
C 1.541 -2.633 3.428
C -1.975 -1.455 1.779
C -2.959 -0.464 1.830
C -4.300 -0.794 1.759
C -4.683 -2.124 1.639
C -3.715 -3.114 1.604
C -2.366 -2.786 1.680
H -0.149 3.062 0.349
H -0.375 3.222 3.603
H -1.151 2.528 5.628
H -1.704 0.836 7.325
H -1.588 -1.574 6.744
H -0.913 -2.254 4.485
H 0.189 -3.137 0.366
H 1.606 -5.152 0.503
H 3.008 -5.545 2.507
H 2.985 -3.912 4.362
H 1.534 -1.933 4.254
H -2.672 0.574 1.959
H -5.047 -0.009 1.798
H -5.732 -2.386 1.578
H -4.007 -4.156 1.531
H -1.630 -3.578 1.672
C 0.578 4.672 -1.097
C -0.381 4.473 -2.237
C -0.562 5.495 -3.140
C -1.424 5.357 -4.226
C -2.038 4.133 -4.455
C -1.886 3.062 -3.592
C -2.399 1.733 -4.078
C -1.146 3.252 -2.367
N -1.070 2.435 -1.308
H 1.321 5.418 -1.373
H 1.092 3.750 -0.831
H 0.066 5.037 -0.203
H -0.015 6.421 -3.002
H -1.569 6.179 -4.917
H -2.630 3.989 -5.352
H -1.981 1.543 -5.069
H -3.484 1.744 -4.183
H -2.126 0.910 -3.432
C 0.260 -3.959 -5.063
C 1.196 -4.199 -4.068
C 1.278 -3.355 -2.973
C 0.422 -2.255 -2.824
C -0.486 -2.007 -3.859
C -0.567 -2.849 -4.957
C 0.590 -1.450 -1.601
C -0.123 -0.470 -0.983
C -1.496 -0.074 -1.293
C -2.452 -1.036 -1.603
C -3.793 -0.752 -1.797
C -4.261 0.593 -1.717
C -3.421 1.595 -1.406
C -1.998 1.343 -1.001
H 0.182 -4.624 -5.913
H 1.869 -5.045 -4.149
H 2.020 -3.548 -2.204
H -1.124 -1.141 -3.817
H -1.287 -2.636 -5.739
H 1.525 -1.710 -1.103
H -2.115 -2.062 -1.694
H -4.487 -1.550 -2.025
H -5.303 0.804 -1.932
H -3.757 2.626 -1.379
H -2.015 1.361 0.102
*
```